1.
C5H20IN10O5 | ωB97M-V/def2-TZVPD

## Properties
LUMO (eV): 2.609
ΔE to the lowest compared entry with this formula, charge and spin (eV): 13.377
Molar mass (g/mol): 427.18
Total charge: -1
E (eV): -38744.9001

XYZ file:
```
41
C5H20IN10O5, DFT ωB97M-V/def2-TZVPD
H -1.5755 -2.5563 -1.0975
N -0.9769 0.4840 -3.4121
C -1.7222 0.6626 3.2025
N -1.7753 -0.5605 -1.8542
H -0.8925 -1.1133 -0.5606
O 1.8542 4.3970 2.5889
N 1.5405 -0.3442 -1.5057
N 1.3457 -2.3710 -2.1675
H -0.4787 1.0801 -2.7666
H 2.0288 1.4390 1.6769
N -1.1784 1.8411 2.8319
C 1.5669 3.4302 1.9748
N 0.8556 -2.0716 0.6602
H -1.0936 -0.1457 1.5166
O -2.3210 0.5703 4.2726
H -1.3796 2.6274 3.4330
H -0.3053 3.8030 1.7019
H -1.7951 -1.1806 2.8828
N 2.2846 2.3904 1.8995
H -2.3640 -1.2736 -1.4479
N 0.4322 3.1653 1.4386
H 1.5488 -2.4248 1.3043
H 1.9347 0.5734 -1.6565
I -0.0612 0.6551 0.0389
C 1.6858 -1.1756 -2.4881
H 0.3042 2.1947 1.1901
N -0.7937 -2.1158 -0.6339
N -1.4597 -0.3381 2.4380
H -0.5832 1.8502 2.0160
H 1.0832 -0.4892 -0.6169
O 2.1505 -0.7797 -3.4945
H 3.1903 2.3995 2.3464
C -1.6642 -0.5401 -3.1558
H 0.8845 -2.6210 -1.3044
H -0.6793 0.6130 -4.3686
H -1.1576 -0.0519 -1.2379
O -0.4020 -3.9357 0.5836
H 1.4757 -3.0069 -2.9413
O -2.1960 -1.2123 -3.9809
C -0.1261 -2.7835 0.2453
H 0.8150 -1.0850 0.4480
```



2.
CH7NO2 | ωB97M-V/def2-TZVPD

## Properties
LUMO (eV): -4.902
ΔE to the lowest compared entry with this formula, charge and spin (eV): 7.935
Molar mass (g/mol): 65.07
E (eV): -6727.4084

XYZ file:
```
11
CH7NO2, DFT ωB97M-V/def2-TZVPD
N -0.4758 -0.4796 0.1904
H -0.6178 1.3341 1.0504
H -1.7741 2.1392 -1.3753
H -1.0615 -0.0623 -0.5635
O -1.0349 1.5899 -1.0908
H 1.6543 -3.0443 -0.6687
H 0.2301 -1.1902 -0.0694
C 0.1730 0.6089 0.8640
O 1.3524 -2.2011 -0.3031
H 0.9063 1.1511 0.2391
H 0.6479 0.1543 1.7271
```



3.
C42H45F7N7O7S | ωB97M-V/def2-TZVPD

## Properties
LUMO (eV): -7.104
ΔE to the lowest compared entry with this formula, charge and spin (eV): 26.007
Molar mass (g/mol): 924.92
Total charge: +1
E (eV): -98867.8169

XYZ file:
```
109
C42H45F7N7O7S, DFT ωB97M-V/def2-TZVPD
C -1.3751 2.0688 11.4871
H -0.3364 2.5654 3.6900
N 4.8312 -1.2215 -4.0131
H -2.6298 2.4708 8.4443
C 4.5583 -5.7127 3.9267
C -2.7142 -1.0512 7.0012
H 3.1171 -2.2469 -9.4286
H -2.3971 1.4557 5.5315
F -1.7521 -1.2947 0.8554
H -1.4980 -0.3911 -1.5262
C 2.1468 3.6737 -5.4914
S -3.7602 3.0765 -2.4130
H 3.6226 -1.2439 -2.2507
C -5.5709 3.1641 -8.0663
O -4.0572 1.8076 -3.2477
C -1.5202 2.4308 3.6537
O -5.0605 3.9630 -2.2889
H -5.3213 4.3226 -6.1624
N -3.0622 3.4220 2.0265
H 5.5282 -3.0244 5.4846
C 6.3605 -2.7157 -3.4048
H 3.5013 -3.9086 4.2935
H -1.6304 -0.6846 6.6633
C 0.0451 -4.4747 2.1271
N -4.6594 2.2921 -6.2360
H 0.9809 -0.1183 -1.7052
O -3.8464 -0.6205 6.1647
C -3.6611 -0.9730 4.7477
H 0.4073 2.5058 -6.8026
C 5.4304 -2.5672 -2.3484
H 2.5038 4.3168 -6.4024
C -1.6725 2.9449 10.4161
C 2.7078 -1.0286 -7.6517
H 3.6953 4.5829 -3.8644
H -1.1073 0.4135 4.6360
O -0.0923 -5.4248 1.1747
C -1.3653 1.5936 1.2402
C -1.8463 1.6626 -0.3608
H -5.3491 1.2880 -9.2685
H -1.7455 -0.1381 11.6340
F 0.0291 -2.7059 -0.2356
F -2.6160 4.0912 -3.2547
N 1.7659 -0.0634 -7.4071
H 6.3015 -7.0399 4.0232
C 2.5266 -1.4836 -8.9386
H -1.6072 1.1576 -2.5945
C 0.3501 1.6804 -4.5124
H -0.5562 0.9231 -4.6666
F 1.8469 -1.3244 0.4547
H -4.6512 -1.5358 4.4089
C -1.1686 0.7558 -1.5600
H -1.9427 3.3645 4.2662
C 0.9614 1.7872 -2.9952
F 1.8105 -2.8396 3.1984
C 0.9173 2.6122 -5.7468
C 4.4952 -1.6407 -2.7521
H 5.4412 -3.0812 -1.3959
C -0.1608 0.5120 1.6596
H -0.9124 2.3290 12.4303
C 6.4283 -5.0108 4.9617
C 0.6571 -2.0408 0.9672
H -4.3044 2.1967 -5.2934
C 0.4691 0.9472 -1.6765
H -2.6920 0.1180 9.3216
H -6.0348 3.8634 -8.7498
H 6.3912 -1.6870 -5.3973
F 2.3026 -3.9532 1.1470
C -5.2208 3.4270 -6.7608
C 1.4339 -0.7712 -9.4881
H 0.1708 0.8131 -8.5269
C 5.9642 -1.8758 -4.4215
H 7.2254 -3.3662 -3.4226
C -5.2134 1.8216 -8.3366
C 5.8402 -6.0898 4.2595
C -4.6554 1.3062 -7.1882
H -4.2809 1.0670 3.8216
H -1.4829 4.0098 10.3757
H 3.4253 -1.3074 -6.8916
O -2.7839 -1.7572 8.1324
H 1.0211 -0.8803 -10.4826
C -3.0639 2.7585 -0.7033
H 3.7763 -6.2378 3.3947
C 0.9811 0.0964 -8.5194
C -3.5943 3.5954 0.6455
C 5.4878 -4.0078 5.0355
C -2.2551 2.1931 9.4204
C -2.0415 1.0949 4.4505
N 4.3546 -4.4420 4.3983
H 2.6825 3.0072 -1.6749
F -0.8367 -1.5706 3.0413
C 1.1935 -3.2770 1.9189
C 2.2004 2.8832 -2.7517
C -1.7859 0.8089 11.1128
C -3.3324 0.3435 3.7751
O 1.0076 1.0815 2.0163
H -0.3254 -4.8443 4.0601
N -2.3152 0.8933 9.8513
H 0.8200 1.5796 -0.7284
H 1.6652 0.4499 -6.5411
H -4.4535 4.3945 0.4340
H 4.3221 -0.5373 -4.5574
C 2.8149 3.8178 -3.9728
C -0.4876 -1.0938 1.6575
H -2.8019 -1.7843 4.6773
N -2.0566 2.5233 2.2046
O -0.8749 -4.5512 3.2750
H -4.2558 0.3253 -6.9680
H 7.4298 -4.9700 5.3702
H -3.1525 -0.0399 2.6802
```



4.
C6H11ClS | ωB97M-V/def2-TZVPD

## Properties
LUMO (eV): 0.842
ΔE to the lowest compared entry with this formula, charge and spin (eV): 1.307
Molar mass (g/mol): 150.67
E (eV): -29756.4036

XYZ file:
```
19
C6H11ClS, DFT ωB97M-V/def2-TZVPD
H 0.1163 -0.7505 1.6367
H 1.7476 0.1556 -1.8421
C 2.1262 0.8135 0.2590
H -2.6113 -1.9267 -0.2053
C -0.8583 -0.9602 1.2188
H 1.6628 0.5533 1.2610
C -0.1853 0.3307 -1.0329
C -0.9276 1.2924 -0.2117
H 3.1871 0.5396 0.0775
H -1.7440 1.7154 -0.7109
C 1.3261 -0.0096 -0.8922
H 1.8929 1.7536 0.0170
H -0.4667 0.1869 -2.0819
Cl 1.4697 -1.7897 -0.5137
C -1.2584 -0.1855 0.0331
S -2.7735 -0.7281 -0.6142
H -0.7995 -2.0624 1.1115
H -1.5708 -0.7793 1.9727
H -0.3332 1.8510 0.5177
```



5.
BrF2NS | ωB97M-V/def2-TZVPD

## Properties
LUMO (eV): -1.439
ΔE to the lowest compared entry with this formula, charge and spin (eV): 0.429
Molar mass (g/mol): 163.97
E (eV): -87800.0127

XYZ file:
```
5
BrF2NS, DFT ωB97M-V/def2-TZVPD
S -0.2608 -0.0302 -0.4015
Br 2.2711 0.1458 -0.2019
F -1.6666 -0.9561 -0.2252
F -0.9414 1.3589 0.0424
N 0.5977 -0.5184 0.7862
```



6.
C9H21ClN3O3 | ωB97M-V/def2-TZVPD

## Properties
LUMO (eV): 3.179
ΔE to the lowest compared entry with this formula, charge and spin (eV): 0.000
Molar mass (g/mol): 254.74
Total charge: -1
E (eV): -32814.1386

XYZ file:
```
37
C9H21ClN3O3, DFT ωB97M-V/def2-TZVPD
O -1.6400 1.8302 -5.0937
H 0.0496 3.5294 -3.4094
C -2.2596 -3.1438 -0.2840
O 3.1957 2.1729 3.7284
N 1.2114 1.9336 2.6624
O -0.6188 -4.8512 1.1833
C 0.9592 -3.1189 1.6844
C -0.3031 -3.6780 1.0590
H -2.1386 -3.2974 -1.3611
H -0.5042 2.8509 3.2918
H 0.8470 3.0062 4.4098
H -2.7023 -4.0125 0.1889
Cl -0.1633 0.5637 0.0442
H 0.8905 -2.0377 1.8027
H 2.2839 -0.0113 1.4409
N -1.0193 -2.7813 0.3495
C 0.5709 3.0309 3.3586
H 0.8864 2.0662 -3.0634
H 3.4009 -0.2879 2.8360
H 0.8775 2.5997 -4.7283
H -3.0470 0.2350 -3.9409
C 0.2696 2.5482 -3.8302
H -2.9520 -2.3008 -0.1970
H -2.2873 -0.8721 -2.8205
C 3.0281 0.4280 2.1081
H 0.7098 1.5319 1.8705
N -1.3528 0.9891 -3.0020
H 3.7996 0.7823 1.4233
H -0.6604 -1.8532 0.1671
C -2.5408 0.1818 -2.9809
H -0.8475 1.0867 -2.1269
C -0.9973 1.7570 -4.0525
C 2.4921 1.5990 2.9033
H 1.7898 -3.3490 1.0108
H 1.2025 -3.6076 2.6236
H -3.2022 0.4757 -2.1644
H 0.7720 4.0042 2.9088
```



7.
C2H2Cl3NO | ωB97M-V/def2-TZVPD

## Properties
LUMO (eV): -0.795
ΔE to the lowest compared entry with this formula, charge and spin (eV): 4.059
Molar mass (g/mol): 162.40
E (eV): -43206.8999

XYZ file:
```
9
C2H2Cl3NO, DFT ωB97M-V/def2-TZVPD
H -1.3942 -0.5447 -0.3717
H -0.4536 0.5173 -1.4057
O -0.8702 1.5361 1.6054
Cl 0.5031 -1.9348 0.9204
C 0.9324 -0.5006 -0.0080
C -0.7897 0.3092 -0.3454
Cl 1.2663 -1.1543 -1.6291
Cl 2.1088 0.4535 0.7525
N -1.3028 1.3183 0.4815
```



8.
C4H5F3O | ωB97M-V/def2-TZVPD

## Properties
LUMO (alpha / beta) (eV): -0.913 / -2.326
ΔE to the lowest compared entry with this formula, charge and spin (eV): 3.630
Molar mass (g/mol): 126.08
E (eV): -14424.4141

XYZ file:
```
13
C4H5F3O, DFT ωB97M-V/def2-TZVPD
H 1.4886 -0.3621 2.8354
H 0.4394 -1.8525 0.9400
C 0.3316 -0.1756 -0.3694
C 0.6745 -0.7525 0.7786
H 1.4354 1.1228 1.5345
C 1.3048 -0.0038 1.7374
H 0.4629 0.7923 -0.5516
F -0.6243 -2.1329 -1.3912
C -0.7289 -0.7975 -1.1718
H -1.1644 2.7273 -1.1113
F -1.8804 -0.6203 -0.5505
O -0.8572 2.3053 -0.2796
F -0.8819 -0.2504 -2.4004
```



9.
C3HAlLiO4 | ωB97M-V/def2-TZVPD

## Properties
LUMO (alpha / beta) (eV): -15.777 / -16.344
Molar mass (g/mol): 134.96
Total charge: +3
E (eV): -18082.0059

XYZ file:
```
10
C3HAlLiO4, DFT ωB97M-V/def2-TZVPD
C 1.3529 0.0634 0.1797
Li -2.6022 0.3897 3.4095
Al 3.6341 1.1270 -0.1148
C -0.2182 -1.3156 0.9634
H -0.8810 -1.7062 0.0890
O -0.9872 0.2236 2.6847
O 0.8470 0.6884 1.1802
O 2.4603 0.2743 -0.3386
O 0.7242 -1.0864 -0.0536
C -0.3043 -0.2351 1.7559
```



10.
H18NO12 | ωB97M-V/def2-TZVPD

## Properties
LUMO (eV): 2.767
ΔE to the lowest compared entry with this formula, charge and spin (eV): 3.896
Molar mass (g/mol): 224.14
Total charge: -1
E (eV): -26349.5513

XYZ file:
```
31
H18NO12, DFT ωB97M-V/def2-TZVPD
H 24.4330 17.7260 14.0640
O 28.3770 18.4230 12.6270
H 25.4580 17.5310 15.2100
H 30.7510 16.0400 14.1430
H 26.6250 14.9360 17.5640
N 27.5080 17.3340 16.0090
O 28.4800 17.5120 15.2080
H 27.3940 20.4720 14.8100
O 26.3440 14.5820 18.3120
O 31.4910 16.5590 14.4050
H 27.4590 18.5040 12.4650
H 27.5390 18.6640 18.9840
O 28.0670 19.2440 19.4490
H 26.6960 13.4280 14.0840
O 26.6960 14.4110 13.8820
H 29.6640 18.1550 16.8380
O 24.8490 18.1170 14.8270
H 24.2280 18.0330 18.4820
H 25.6210 17.2650 18.3140
O 30.3310 18.8400 17.2950
H 26.9040 14.7700 19.0920
H 31.2460 18.3960 17.2940
H 31.0520 16.6300 15.2380
H 26.6840 20.0300 16.0370
O 27.2350 20.7520 15.8140
O 24.7550 17.1910 18.6640
H 28.4900 18.2140 13.5110
O 26.7940 16.3630 15.9600
O 27.2520 18.0970 16.9660
H 28.7990 18.9180 18.7520
H 26.6340 15.1360 14.6970
```



11.
C3H6N2O2 | ωB97M-V/def2-TZVPD

## Properties
LUMO (eV): 0.581
ΔE to the lowest compared entry with this formula, charge and spin (eV): 6.509
Molar mass (g/mol): 102.09
E (eV): -10278.2880

XYZ file:
```
13
C3H6N2O2, DFT ωB97M-V/def2-TZVPD
N -0.7839 1.0046 0.8717
H 0.2748 0.0066 2.3287
H 1.1021 -0.7753 -1.5043
C -1.1861 1.2352 -0.4939
H -1.9061 2.0509 -0.5130
H -1.6375 0.3267 -0.9091
O -0.3968 -1.9615 -0.7405
H 1.9919 -0.8948 0.9614
O 1.6699 -0.2490 -0.8982
N 1.2035 -0.6578 0.3597
C 0.0047 0.1549 1.2923
H -0.3347 1.5089 -1.1224
C -0.0018 -1.7493 0.3676
```



12.
C11H15N | ωB97M-V/def2-TZVPD

## Properties
⟨S²⟩: 0.784
Multiplicity: 2
LUMO (alpha / beta) (eV): -3.959 / -7.260
ΔE to the lowest compared entry with this formula, charge and spin (eV): 3.506
Molar mass (g/mol): 161.25
Total charge: +1
E (eV): -13129.7005

XYZ file:
```
27
C11H15N, DFT ωB97M-V/def2-TZVPD
H -2.3771 0.5531 3.3624
H -1.5434 -0.9531 3.3086
H 1.5390 0.6319 -1.4216
H 2.9566 1.1548 -2.5174
H 3.3813 0.4106 -1.3702
C -2.2297 -0.2939 2.8384
C -1.8910 1.3551 0.8833
C -0.1397 -0.8684 -1.5309
C -0.1502 -2.9248 -0.2771
C 2.5757 0.9899 -1.4372
H 1.7289 2.3711 0.0607
C -1.7531 0.1777 1.4959
C -1.0392 -0.8801 0.8030
C -0.7204 -0.1235 -0.4854
H 0.0728 -0.4286 -2.4099
H 2.3944 3.2519 -1.3660
H 0.0845 -3.9160 -0.1038
H -2.2031 2.3877 0.8769
H -1.1840 -2.9761 1.5630
C 0.0489 -2.3041 -1.5189
H 0.7039 -2.7183 -2.1967
H -3.2550 -0.6586 2.8781
N -1.1071 1.1800 -0.3728
C -0.8614 -2.2647 0.7897
H -1.0735 1.8810 -1.1178
C 2.5559 2.3497 -0.6549
H 3.4861 2.6156 -0.0794
```



13.
C3H9OS | ωB97M-V/def2-TZVPD

## Properties
⟨S²⟩: 0.753
Multiplicity: 2
LUMO (alpha / beta) (eV): 0.856 / -2.220
ΔE to the lowest compared entry with this formula, charge and spin (eV): 0.247
Molar mass (g/mol): 93.17
E (eV): -16138.2402

XYZ file:
```
14
C3H9OS, DFT ωB97M-V/def2-TZVPD
H -2.0416 -1.9481 1.8181
H -0.3952 1.2296 -1.9057
C -0.5432 0.6728 -0.9839
H -1.4136 1.1253 -0.4904
H 0.7064 1.8079 0.3451
H -2.0274 -1.1126 0.5865
S -1.0903 -1.0170 -1.2454
C 1.7911 -0.0499 -0.1548
H 1.6495 -1.1266 -0.2340
H 0.0672 0.3172 0.9917
H 2.3467 0.2428 -1.0497
O -2.0860 -1.0232 1.5487
C 0.5399 0.7586 0.1110
H 2.4964 0.1232 0.6629
```



14.
C5H8O | ωB97M-V/def2-TZVPD

## Properties
LUMO (eV): 1.201
ΔE to the lowest compared entry with this formula, charge and spin (eV): 2.696
Molar mass (g/mol): 84.12
E (eV): -7359.5597

XYZ file:
```
14
C5H8O, DFT ωB97M-V/def2-TZVPD
C 1.1183 1.0252 0.3589
C 0.0259 0.3902 1.1916
C -0.8496 -1.3455 -0.5501
H -0.4046 -2.1835 -0.0388
H 0.7237 1.9838 -0.0365
C 0.0795 -0.3395 -1.1992
H 0.4501 -0.4731 1.7321
H -1.6631 0.7434 -0.1915
H -1.7760 -1.5562 -1.0936
O 1.3398 0.0170 -0.6418
H -0.4862 1.0148 1.9427
C -0.8704 0.0359 -0.0172
H 0.2282 -0.5206 -2.2806
H 2.0843 1.2081 0.8239
```



15.
C22H38AuN8O3P | ωB97M-V/def2-TZVPD

## Properties
⟨S²⟩: 2.022
Multiplicity: 3
LUMO (alpha / beta) (eV): -6.683 / -9.146
ΔE to the lowest compared entry with this formula, charge and spin (eV): 0.000
Molar mass (g/mol): 690.54
Total charge: +2
E (eV): -54453.2526

XYZ file:
```
73
C22H38AuN8O3P, DFT ωB97M-V/def2-TZVPD
C -2.5842 -4.0970 2.9441
O 0.2360 -4.2860 -2.1586
C 2.6086 0.0743 -1.4296
N -0.2766 -5.0522 2.3259
C -3.7210 -4.8427 3.3667
O -1.8717 -1.9745 2.4771
H 2.5148 -1.0124 -1.4957
C 1.2452 0.7228 -1.7398
N 2.2549 -3.7514 1.3179
H 0.5405 2.8069 -1.9473
C 3.9286 2.0848 -2.1718
H 2.3074 3.5923 1.9654
C -2.7879 -0.0086 -0.3598
H -1.7427 2.6482 -1.3520
H -3.6603 2.4440 -3.1473
C 0.3561 3.7059 2.9035
C 0.1665 1.8800 0.8694
H 0.7829 0.1509 -2.5520
C -3.4916 1.7879 -2.2938
H -3.1349 0.8177 0.2620
H 0.1234 4.4352 2.1229
P 0.0031 0.5912 -0.4136
H 1.4544 2.2056 -3.2949
H 4.5668 0.0145 -2.3360
C 2.6875 2.8127 -1.6381
H 2.2055 2.7123 3.4738
H 1.1222 0.8441 2.4823
C 1.4118 2.2014 -2.2038
H 1.6490 -5.3440 -1.3994
C -0.8075 2.7339 3.0520
H -4.8542 -0.4458 -0.7519
H -1.7060 3.2497 3.3884
H -1.5237 1.0227 1.9322
N -4.6327 -5.4569 3.6952
H 2.7585 -4.5062 1.7621
H -3.7387 -1.5266 -1.5677
H 0.4897 4.2805 3.8190
N 1.6626 -2.8082 2.1755
H 3.2769 0.4358 -3.4341
H -5.0226 0.4023 -2.9314
H 2.6595 2.7699 -0.5435
C -3.9100 -0.4829 -1.2972
H 2.5878 -5.8193 -0.0079
Au 0.5367 -1.2869 0.8452
H 4.7505 2.1970 -1.4631
N -2.6642 -2.8114 2.8079
H -3.4014 -0.0675 -3.3715
H 2.4013 -2.2939 2.6461
C 1.3767 1.6603 1.7867
C -1.1092 2.0153 1.7246
H 2.9393 0.3057 -0.4128
C 1.6852 -4.0131 0.1137
N 0.0303 -3.3125 -1.4713
N 2.0187 -5.1366 -0.4840
H -2.4945 -0.8145 0.3143
O -0.7921 -2.4559 -1.6746
C -1.6136 0.4613 -1.2187
H 1.0839 -3.2908 2.8622
H -0.5697 2.0009 3.8275
C -1.9904 1.7740 -1.9625
H -1.4034 1.8458 -2.8803
H 2.7292 3.8719 -1.8914
C -3.9962 0.3780 -2.5684
H 2.2702 1.3516 1.2428
C 3.6486 0.5959 -2.4184
C 1.6533 2.9559 2.5652
C -1.3244 -4.6977 2.6334
H -1.8666 2.5595 1.1577
N 0.8517 -3.0665 -0.3557
H -4.0527 2.2209 -1.4621
H 4.2588 2.5504 -3.1007
H -1.4221 -0.3157 -1.9620
H 0.3323 2.8059 0.3020
```



16.
C6H9NO | ωB97M-V/def2-TZVPD

## Properties
LUMO (eV): -1.916
ΔE to the lowest compared entry with this formula, charge and spin (eV): 9.945
Molar mass (g/mol): 111.14
E (eV): -9895.6593

XYZ file:
```
17
C6H9NO, DFT ωB97M-V/def2-TZVPD
H 2.2806 -1.7583 -0.1678
H 2.9017 0.7158 -0.0922
H -3.6058 -0.3102 1.5306
H -0.4086 -1.7495 -1.1696
H 0.4336 -0.4092 -1.9998
H 0.7421 -0.6894 2.0418
C 1.9105 0.5205 0.1215
O -2.8327 -0.4143 -0.0945
N 0.4201 -0.9285 0.9845
H -1.6051 1.2314 -0.9444
C -1.7213 0.5614 0.0074
H 0.8892 2.4074 -0.1361
C -0.2606 0.1085 -0.0454
C 1.5569 -0.8828 0.0155
H -1.7449 1.1081 0.8566
C 0.7489 1.3333 0.0333
C 0.2955 -0.8441 -0.9413
```